Density functional theory data (ωB97M-V with the def2-TZVPD basis set) for a cluster of 2 separate species, C3H6NO2S in total.

Results
- Spin multiplicity: 1
- Energy: -720.9630 Eh
- Energy above the lowest of the compared OMol25 structures with the same formula, charge and spin: 67.94 kcal/mol
- Frontier orbital gap: 10.25 eV
- Charge: +1

Element x y z (Å)
1 C -0.646 -1.075 0.312
2 H 1.597 4.491 0.430
3 O 3.133 -0.896 -0.858
4 N 1.824 2.343 0.025
5 H 0.379 -1.424 -1.593
6 C 0.360 -0.742 -0.741
7 S 2.032 -0.876 0.011
8 H -0.509 -2.076 0.713
9 H 0.297 0.287 -1.100
10 H -1.645 -1.037 -0.125
11 C 1.710 3.456 0.238
12 O 2.089 -1.071 1.397
13 H -0.625 -0.361 1.130

---

Density functional theory data (ωB97M-V with the def2-TZVPD basis set) for a cluster of 2 separate species, C3H6NO3 in total in a non-equilibrium geometry.

Results
- Spin multiplicity: 1
- Energy: -397.9371 Eh
- Energy above the lowest of the compared OMol25 structures with the same formula, charge and spin: 127.87 kcal/mol
- Frontier orbital gap: 8.67 eV
- Charge: +1

Element x y z (Å)
1 O -1.053 -1.189 1.714
2 N -0.084 -1.040 0.713
3 C 0.646 1.210 -2.812
4 H 0.953 2.177 -2.429
5 O 1.459 -0.555 -1.258
6 H -1.234 0.519 2.995
7 H -0.355 1.383 -2.896
8 C -0.878 -0.622 2.987
9 O -0.468 -1.523 -0.317
10 H 1.133 1.077 -3.850
11 C 1.103 0.253 -1.940
12 H -1.424 -1.183 3.707
13 H 0.203 -0.506 3.386

---

Density functional theory data (ωB97M-V with the def2-TZVPD basis set) for the ion C3H6NO3S with charge -1 in a non-equilibrium geometry.

Results
- Spin multiplicity: 1
- Energy: -796.5271 Eh
- Energy above the lowest of the compared OMol25 structures with the same formula, charge and spin: 99.52 kcal/mol
- Frontier orbital gap: 7.53 eV
- Charge: -1

Element x y z (Å)
1 C 1.082 0.045 -0.068
2 H 1.805 0.831 -0.456
3 O -1.872 -1.468 -0.459
4 H 1.751 -1.138 -1.746
5 C -1.284 1.501 1.107
6 H 1.913 -1.847 -0.115
7 H -0.809 0.853 1.884
8 O -1.071 2.723 1.149
9 O -2.430 0.971 0.491
10 H 1.129 0.190 1.087
11 S -1.709 0.003 -0.780
12 C 1.315 -1.253 -0.759
13 H 0.346 -1.971 -0.879
14 N -0.165 0.560 -0.455

---

Among the records above, which one has the lowest energy above the lowest of the compared OMol25 structures with the same formula, charge and spin?
C3H6NO2S

---

Which of these has the lowest energy above the lowest of the compared OMol25 structures with the same formula, charge and spin?
C3H6NO2S